# 1
112
Properties=species:S:1:pos:R:3:forces:R:3:mulliken_charge:R:1 method="wB97M-V/def2-TZVPD" molar_mass_g_mol=2004.06 e_homo_ev=-4.649 total_charge=-1 lumo_energy_ev=1.5147 orbital_gap_ev=6.164
C 2.581 -2.063 2.780 0.5 0.0 -0.1 -0.9845
Si 3.527 -0.819 1.704 0.0 0.2 0.2 0.2503
C 4.498 -1.818 0.414 -0.5 -0.1 0.3 -0.3314
C 4.812 0.074 2.750 -0.4 -0.3 -0.2 -0.8619
C 2.426 0.502 0.898 0.7 -0.1 -0.9 1.9155
C 1.096 0.026 0.228 0.1 0.7 0.4 -0.0954
C -0.147 0.632 0.864 -0.5 -0.7 -0.2 -0.0359
C -0.550 -0.095 2.154 0.3 0.7 -0.1 -0.1772
C -2.021 0.078 2.520 0.5 -0.2 0.3 -0.7654
S -3.177 -1.099 1.841 -1.6 0.9 0.3 1.2040
O -3.981 -1.635 2.898 0.6 -0.4 0.2 -0.6750
O -3.923 -0.443 0.793 0.5 -0.2 -0.6 -0.5298
O -2.346 -2.295 1.221 0.1 0.1 0.0 -0.4269
C 3.299 1.095 -0.261 0.3 -0.1 0.0 -1.4631
O 2.884 2.424 -0.361 -0.4 0.3 -0.1 -0.7459
B 2.864 2.812 1.059 1.1 -0.5 0.4 0.9074
S 1.979 4.509 1.321 -0.3 0.1 -0.5 -0.4127
O 2.285 1.618 1.774 -0.5 0.0 -0.3 -0.4446
H 3.055 -3.044 2.660 -0.1 0.0 0.0 0.3646
H 1.524 -2.157 2.534 0.0 0.0 0.1 0.1807
H 2.716 -1.787 3.828 -0.3 0.0 0.0 0.3228
H 5.168 -2.472 0.981 0.1 0.1 -0.1 0.4194
H 3.828 -2.472 -0.152 0.1 0.2 -0.1 -0.6084
H 5.074 -1.183 -0.255 0.0 -0.1 -0.1 0.3338
H 4.309 0.508 3.616 0.2 0.1 0.0 0.2786
H 5.604 -0.610 3.064 0.0 0.1 0.1 0.3376
H 5.237 0.881 2.151 0.1 0.1 0.1 -0.0315
H 1.004 -1.066 0.218 0.2 0.3 0.1 -0.8225
H 1.112 0.360 -0.812 0.0 -0.1 0.0 0.4181
H -0.973 0.542 0.141 0.0 0.0 0.0 0.1645
H -0.001 1.697 1.034 0.0 0.1 0.1 0.0750
H -0.270 -1.147 2.074 -0.2 0.0 0.1 -0.0071
H 0.025 0.336 2.979 0.1 -0.2 -0.1 0.3353
H -2.155 -0.005 3.594 -0.1 -0.1 0.1 0.4523
H -2.395 1.056 2.220 -0.1 0.0 -0.1 0.2762
H -2.223 -2.125 0.272 0.1 -0.1 0.0 0.2925
H 4.377 1.066 -0.019 0.0 0.0 0.2 0.4084
H 3.201 0.561 -1.212 -0.3 0.0 0.1 0.0747
H 4.041 2.920 1.416 -0.3 0.1 0.0 -0.5955
H 2.257 4.758 2.605 0.2 -0.2 0.0 0.0174
Br -5.179 -3.932 0.013 0.0 -0.1 -0.1 -0.1315
C -6.311 -2.420 -0.450 0.0 0.0 0.1 -0.4231
C -7.284 -2.758 -1.546 0.0 0.1 -0.1 -0.5882
Br -6.422 -2.847 -3.289 0.0 -0.1 0.0 -0.1571
H -5.640 -1.605 -0.709 0.0 0.0 0.0 0.1576
H -6.841 -2.167 0.466 0.0 0.0 0.0 0.3729
H -8.038 -1.979 -1.633 0.0 0.0 0.0 0.3851
H -7.767 -3.718 -1.391 0.0 0.0 0.0 0.3704
Br -1.421 4.517 2.022 -0.4 0.1 -0.2 -0.0316
C -2.494 5.536 0.760 0.0 -0.2 0.2 -0.6871
C -3.004 4.686 -0.380 0.1 0.0 -0.1 -0.5451
Br -1.583 4.251 -1.630 0.1 0.1 0.0 -0.1103
H -1.864 6.351 0.416 0.0 0.0 -0.1 0.4555
H -3.334 5.937 1.326 0.0 0.0 0.0 0.3362
H -3.755 5.227 -0.953 0.0 0.0 0.0 0.3897
H -3.418 3.737 -0.048 0.0 0.0 0.0 0.2467
Br -2.830 3.515 5.199 -0.1 -0.1 0.3 -0.1265
C -4.519 4.058 4.425 0.2 -0.1 -0.1 -0.3874
C -4.879 5.472 4.794 -0.1 0.0 0.0 -0.6017
Br -5.515 5.612 6.628 0.0 0.0 0.0 -0.1777
H -5.262 3.334 4.747 0.0 0.1 0.0 0.4322
H -4.378 3.977 3.347 0.0 0.0 0.0 0.0925
H -5.700 5.828 4.175 0.0 0.0 0.0 0.3960
H -4.033 6.146 4.705 0.0 0.0 0.0 0.3439
Br -2.727 -9.105 0.444 0.0 0.0 -0.1 -0.1621
C -3.901 -7.629 -0.039 -0.1 -0.1 0.2 -0.5615
C -4.848 -8.015 -1.145 0.1 0.2 -0.1 -0.4594
Br -3.926 -8.026 -2.854 -0.2 -0.2 -0.1 -0.1375
H -3.264 -6.792 -0.306 0.0 0.0 0.0 0.2853
H -4.448 -7.391 0.870 0.0 0.0 0.0 0.3512
H -5.640 -7.277 -1.250 0.0 0.1 0.1 0.2897
H -5.279 -8.999 -0.992 0.0 0.0 0.0 0.3874
Br -6.046 1.955 -4.896 0.0 0.0 0.0 -0.1646
C -4.303 2.751 -4.541 -0.1 0.0 -0.2 -0.4506
C -3.314 1.736 -4.034 0.1 0.1 0.2 -0.6881
Br -3.653 1.267 -2.184 -0.1 -0.3 0.1 -0.0516
H -4.466 3.554 -3.829 0.0 0.0 0.0 0.2282
H -3.974 3.165 -5.491 0.0 0.0 0.0 0.3803
H -2.310 2.156 -4.051 0.0 0.0 0.0 0.3020
H -3.334 0.813 -4.604 0.0 0.0 0.0 0.4428
Br 2.552 -1.753 -3.079 0.0 -0.1 0.1 -0.1259
C 2.491 -3.595 -2.458 0.0 0.1 -0.2 -0.6182
C 1.079 -4.073 -2.261 0.0 0.0 0.2 -0.4474
Br 0.276 -3.344 -0.643 -0.1 -0.3 -0.1 -0.0951
H 3.074 -3.635 -1.544 0.0 -0.1 0.0 0.2956
H 2.978 -4.182 -3.233 0.0 0.0 0.0 0.3681
H 1.056 -5.151 -2.124 0.1 0.1 0.0 0.0706
H 0.426 -3.797 -3.081 0.0 0.0 0.0 0.4743
Br -0.650 -6.650 -3.590 0.0 -0.1 -0.2 -0.0610
C -0.058 -8.241 -4.531 -0.1 0.0 0.2 -0.5519
C 1.433 -8.421 -4.431 0.1 0.0 -0.2 -0.6404
Br 2.395 -7.176 -5.575 0.0 0.0 0.1 -0.1451
H -0.402 -8.144 -5.556 0.1 0.0 0.0 0.3802
H -0.572 -9.073 -4.052 0.0 0.0 0.0 0.3446
H 1.720 -9.414 -4.769 0.0 0.0 0.0 0.3686
H 1.799 -8.260 -3.422 0.0 0.0 0.0 0.3748
Br 8.258 2.280 1.614 0.0 0.0 0.0 -0.1542
C 7.822 4.167 1.399 0.3 0.0 0.0 -0.1681
C 7.390 4.788 2.700 -0.3 0.0 0.0 -0.5958
Br 5.573 4.244 3.102 0.2 0.1 0.3 -0.0551
H 7.053 4.217 0.636 0.0 0.0 0.0 -0.1220
H 8.733 4.632 1.027 0.0 0.0 0.0 0.3769
H 7.365 5.874 2.620 0.0 0.0 -0.1 0.3350
H 8.031 4.500 3.529 0.0 0.0 0.0 0.3738
Br 4.887 7.737 0.044 0.1 0.1 0.0 -0.1676
C 4.188 6.818 -1.518 -0.2 -0.1 0.2 -0.5044
C 4.642 5.384 -1.567 0.0 0.0 -0.1 -0.0705
Br 6.506 5.268 -2.148 0.0 0.0 0.1 -0.1838
H 4.501 7.388 -2.387 0.0 0.0 0.0 0.4355
H 3.106 6.862 -1.416 0.0 -0.1 0.1 0.3148
H 4.072 4.828 -2.308 0.0 0.0 0.0 0.3621
H 4.564 4.879 -0.607 -0.1 0.0 0.0 -0.1862


# 2
95
Properties=species:S:1:pos:R:3:forces:R:3:mulliken_charge:R:1 method="wB97M-V/def2-TZVPD" molar_mass_g_mol=549.65 de_lowest_kcal_mol=0.0 e_homo_ev=-3.797 total_charge=-1 lumo_energy_ev=1.9592 orbital_gap_ev=5.756
C 3.635 -3.659 -0.801 0.1 -0.2 -0.1 -1.0800
C 3.213 -2.580 0.180 -0.1 0.2 0.2 -0.3341
O 1.833 -2.302 -0.032 0.0 -0.1 -0.1 -0.0708
C 1.311 -1.327 0.835 0.1 -0.1 -0.3 0.0360
O 0.901 -1.660 1.904 0.1 0.1 0.1 -0.5718
C 1.378 0.046 0.230 -0.1 0.1 0.3 0.0428
C 0.272 0.333 -0.831 0.0 0.0 -0.2 -0.3265
C -0.891 -0.667 -0.877 -0.1 0.0 0.1 -0.8906
B -2.040 -0.304 0.250 0.1 0.1 -0.1 0.3735
Si -3.322 -1.825 0.537 0.1 0.1 0.1 0.3722
C -2.786 -2.974 1.974 0.0 -0.1 0.1 -1.0303
C -5.106 -1.363 1.009 -0.1 0.1 0.0 -1.2253
C -3.490 -2.990 -0.976 0.0 0.0 0.0 -0.5908
H 2.757 -4.246 -1.082 0.1 0.0 0.1 0.1953
H 4.369 -4.336 -0.354 0.0 0.1 -0.1 0.3479
H 4.065 -3.249 -1.718 -0.1 0.0 0.1 0.3102
H 3.358 -2.896 1.221 0.0 -0.1 -0.1 0.3055
H 3.798 -1.659 0.034 0.0 -0.1 0.0 0.3272
H 1.355 0.774 1.044 -0.1 -0.1 -0.1 0.3121
H 2.354 0.121 -0.261 0.0 0.1 0.1 0.0760
H 0.783 0.432 -1.798 -0.1 -0.1 0.0 0.3648
H -0.153 1.315 -0.606 0.1 0.0 -0.1 0.0447
H -1.365 -0.585 -1.866 0.1 -0.1 0.0 0.3081
H -0.491 -1.694 -0.840 -0.1 0.0 0.0 0.1370
H -1.513 0.007 1.325 -0.1 -0.1 0.0 -0.1912
H -2.651 0.682 -0.178 0.0 -0.1 0.1 -0.2784
H -1.694 -2.954 2.080 -0.1 0.0 0.0 0.0662
H -3.119 -4.012 1.852 0.0 0.0 0.0 0.3398
H -3.218 -2.610 2.915 0.1 0.0 -0.1 0.4890
H -5.126 -0.839 1.972 0.0 0.0 -0.1 0.2623
H -5.540 -0.687 0.262 0.0 -0.1 0.1 0.2834
H -5.749 -2.249 1.086 0.0 0.1 0.0 0.3012
H -3.160 -2.491 -1.895 -0.1 -0.1 0.1 0.3409
H -4.523 -3.323 -1.122 0.1 0.0 0.0 0.4173
H -2.878 -3.892 -0.855 -0.1 0.1 -0.1 -0.3050
C -2.333 -8.048 -1.981 0.0 0.0 0.2 -1.0508
C -2.770 -6.710 -2.522 0.1 0.2 0.0 0.9716
O -3.818 -6.194 -2.216 0.0 -0.3 -0.1 -0.5443
C -1.786 -5.998 -3.426 0.0 0.0 -0.1 -1.1278
H -3.086 -8.431 -1.296 0.0 0.0 0.0 0.2646
H -2.148 -8.770 -2.779 0.0 0.1 -0.1 0.3786
H -1.401 -7.911 -1.429 0.0 -0.1 0.0 0.2327
H -1.573 -6.606 -4.308 0.0 0.0 0.0 0.4306
H -0.838 -5.852 -2.904 0.0 0.0 -0.1 0.2853
H -2.192 -5.034 -3.719 0.0 0.0 0.0 0.2685
C 1.808 5.223 0.360 0.0 -0.1 0.0 -1.1737
C 2.545 4.043 -0.230 -0.1 0.0 0.1 0.9335
O 1.972 3.213 -0.894 0.1 0.0 -0.1 -0.5074
C 4.025 3.945 0.059 0.0 0.0 0.0 -1.0132
H 0.750 5.152 0.123 0.0 0.0 0.0 0.2414
H 1.934 5.239 1.445 0.0 0.0 0.0 0.3480
H 2.221 6.158 -0.026 0.0 0.0 0.0 0.3823
H 4.191 3.898 1.138 0.0 0.0 0.0 0.3691
H 4.560 4.818 -0.316 0.0 0.0 0.0 0.3934
H 4.423 3.049 -0.412 0.0 0.0 0.0 0.0321
C -2.369 3.114 1.888 -0.1 0.0 -0.1 -0.6255
C -3.820 3.130 2.288 0.0 0.0 0.1 0.8803
O -4.726 2.736 1.594 0.0 0.1 -0.1 -0.5592
C -4.103 3.730 3.657 0.0 -0.1 0.0 -1.2418
H -2.212 2.617 0.934 -0.1 0.0 0.0 -0.1034
H -2.034 4.154 1.838 0.1 -0.1 0.0 0.2791
H -1.778 2.592 2.644 0.0 0.0 0.0 0.3764
H -3.729 4.756 3.699 0.0 0.0 0.0 0.2964
H -3.574 3.166 4.428 0.0 0.0 0.0 0.3202
H -5.172 3.714 3.855 0.0 0.0 0.0 0.3428
C 7.501 2.471 -1.774 0.0 0.0 0.0 -0.8171
C 7.822 3.943 -1.697 0.0 -0.1 0.0 0.8282
O 7.022 4.752 -1.292 0.1 0.0 0.0 -0.5064
C 9.202 4.352 -2.159 0.0 0.0 0.0 -1.1390
H 6.489 2.287 -1.424 0.0 0.0 0.0 0.0751
H 7.603 2.120 -2.803 0.0 0.0 0.0 0.3190
H 8.211 1.902 -1.171 0.0 0.0 0.0 0.3153
H 9.351 4.054 -3.199 0.0 0.0 0.0 0.3159
H 9.962 3.837 -1.568 0.0 0.0 0.0 0.3126
H 9.322 5.428 -2.061 0.0 0.0 0.0 0.3148
C -3.066 6.844 -1.200 0.0 0.0 0.0 -1.2202
C -2.374 6.836 0.141 -0.1 0.0 -0.1 0.8890
O -1.515 6.030 0.406 0.0 0.2 0.0 -0.4966
C -2.822 7.879 1.140 0.0 0.0 0.0 -1.2102
H -2.666 6.048 -1.823 0.0 0.0 0.0 0.3026
H -4.140 6.701 -1.064 0.0 0.0 0.0 0.3505
H -2.928 7.811 -1.688 0.0 0.0 0.0 0.3720
H -3.890 7.767 1.339 0.0 0.0 0.0 0.3372
H -2.676 8.880 0.728 0.0 0.0 0.0 0.3851
H -2.260 7.772 2.064 0.0 0.0 0.0 0.2790
C -0.589 -5.279 0.106 0.1 -0.1 -0.1 1.6108
C -0.443 -6.325 1.176 0.0 0.1 0.1 0.7513
O -0.581 -7.511 0.953 0.0 0.0 0.0 -0.6108
C -0.110 -5.812 2.556 0.0 -0.1 0.0 -1.0486
H -0.828 -5.742 -0.847 0.0 0.0 0.1 -0.8681
H -1.371 -4.567 0.368 0.0 0.0 0.1 -0.7062
H 0.331 -4.697 0.016 0.0 0.1 0.0 -0.1985
H -0.885 -5.117 2.885 0.0 0.0 0.0 0.2223
H 0.824 -5.249 2.527 0.0 0.0 0.0 0.2378
H -0.027 -6.643 3.254 0.0 0.0 0.0 0.3647